Record 1
DFT (ωB97M-V/def2-TZVPD) results for C10H15F6KN2O as an isolated structure at a distorted geometry.

The highest occupied orbital energy comes out at -0.309 hartree. The total energy is -1773.94214 Eh. The LUMO energy is -0.00988 Eh. The calculation puts the HOMO-LUMO gap at 8.14 eV.

Structure (ORCA input):
```
! RIJCOSX wB97M-V def2-TZVPD def2/J DEFGRID3
* xyz 0 1
K -0.956 0.027 -1.238
C 1.096 1.235 1.631
C 2.262 1.995 2.308
N 3.223 2.422 1.301
C 3.744 1.254 0.607
C 2.585 0.492 -0.078
N 1.311 1.175 0.179
C 1.399 2.545 -0.340
C 2.564 3.299 0.346
H 0.144 1.735 1.818
H 1.028 0.212 2.010
H 2.789 1.369 3.030
H 1.910 2.886 2.835
H 4.262 0.631 1.339
H 4.484 1.598 -0.120
H 2.509 -0.529 0.306
H 2.736 0.441 -1.158
H 0.447 3.047 -0.150
H 1.553 2.494 -1.421
H 2.211 4.180 0.885
H 3.311 3.630 -0.379
C -2.025 -2.792 -0.148
C -2.975 -2.203 -1.227
O -2.476 -1.190 -1.917
C -4.260 -1.752 -0.471
F -3.940 -0.722 0.355
F -4.805 -2.686 0.332
F -5.237 -1.305 -1.256
C -3.317 -3.381 -2.180
F -4.210 -3.088 -3.124
F -3.777 -4.483 -1.549
F -2.197 -3.772 -2.817
H -1.780 -2.003 0.564
H -1.126 -3.141 -0.652
H -2.489 -3.621 0.381
*
```

=====

Record 2
DFT (ωB97M-V/def2-TZVPD) results for C21H22As2Cl3NO3Pd as an isolated structure.

The highest occupied orbital energy comes out at -0.280 hartree. The total energy is -7073.97782 Eh. The LUMO energy is -0.00357 Eh. The calculation puts the HOMO-LUMO gap at 7.51 eV. The calculation puts the energy above the lowest of the compared OMol25 structures with the same formula, charge and spin at 0.0 kJ/mol.

Structure (ORCA input):
```
! RIJCOSX wB97M-V def2-TZVPD def2/J DEFGRID3
* xyz 0 1
Pd -0.503 -0.319 -0.392
Cl -0.270 -4.447 -3.186
C -1.017 -4.234 -1.639
C -1.616 -5.339 -1.016
C -2.197 -5.217 0.213
Cl -2.916 -6.609 0.967
C -2.208 -3.970 0.881
C -2.738 -3.751 2.171
C -2.656 -2.512 2.738
C -2.060 -1.464 2.018
N -1.586 -1.630 0.808
C -1.621 -2.870 0.227
C -0.993 -2.979 -1.055
O -0.433 -1.939 -1.610
H -1.604 -6.296 -1.519
H -3.190 -4.577 2.703
H -3.030 -2.323 3.734
H -1.948 -0.483 2.455
C 0.487 0.725 -3.675
As 1.003 0.745 -1.815
C 2.756 -0.044 -1.803
C 1.240 2.596 -1.340
C 2.068 3.458 -2.050
C 2.215 4.772 -1.632
C 1.534 5.222 -0.508
C 0.703 4.362 0.197
C 0.554 3.045 -0.219
As -0.611 1.796 0.699
C -2.349 2.595 0.294
C -0.459 2.271 2.560
H 1.277 1.142 -4.299
H -0.429 1.299 -3.804
H 0.303 -0.313 -3.947
H 3.381 0.440 -2.554
H 2.651 -1.106 -2.018
H 3.155 0.096 -0.802
H 2.607 3.108 -2.923
H 2.863 5.444 -2.179
H 1.652 6.246 -0.179
H 0.181 4.724 1.074
H -2.365 3.644 0.590
H -3.125 2.055 0.837
H -2.547 2.514 -0.773
H -0.881 3.267 2.696
H 0.591 2.230 2.830
H -0.996 1.545 3.165
Cl 2.109 -2.596 0.705
C 2.636 -1.400 1.943
C 1.615 -0.255 1.972
O 0.627 -0.407 2.708
O 1.855 0.725 1.208
H 3.624 -1.057 1.650
H 2.660 -1.925 2.893
*
```

=====

Record 3
DFT (ωB97M-V/def2-TZVPD) results for a 37-piece molecular cluster, C10H82BrN3O36S overall at a distorted geometry.

The highest occupied orbital energy comes out at -0.316 hartree. The total energy is -6275.08471 Eh. The LUMO energy is -0.06008 Eh. The calculation puts the HOMO-LUMO gap at 6.96 eV.

Structure (ORCA input):
```
! RIJCOSX wB97M-V def2-TZVPD def2/J DEFGRID3
* xyz 0 1
C 1.203 3.074 -0.811
C 2.200 2.454 -0.008
C 1.864 1.549 1.298
C 1.466 0.114 0.734
C 0.050 0.043 0.006
C -0.514 -1.262 -0.666
Br -2.279 -1.120 -1.579
C 0.339 -2.565 -0.580
N -0.016 -3.844 -1.149
S 1.347 -4.791 -0.730
N 2.433 -3.787 0.156
C 1.756 -2.481 0.164
C 2.350 -1.148 0.820
C 3.798 -1.121 1.505
N 3.850 -0.488 2.863
H 0.192 3.451 -0.429
H 1.400 3.143 -1.935
H 3.314 2.537 -0.291
H 2.790 1.571 1.959
H 0.975 1.995 1.885
H -0.594 1.007 -0.030
H 4.171 -2.204 1.621
H 4.548 -0.600 0.798
H 4.549 0.280 2.866
H 4.058 -1.173 3.603
O -2.095 2.097 1.203
H -2.768 1.722 0.618
H -2.213 1.615 2.034
O 4.054 -2.868 4.754
H 4.144 -3.268 5.627
H 4.093 -3.620 4.150
O 1.454 3.440 -4.068
H 2.326 3.724 -4.375
H 0.957 3.289 -4.884
O 2.679 -6.859 -3.596
H 2.323 -6.178 -3.013
H 2.001 -6.963 -4.276
O -2.154 4.765 -0.007
H -1.930 3.847 0.199
H -2.668 5.056 0.757
O -1.535 -2.509 2.253
H -1.884 -2.783 1.393
H -0.627 -2.838 2.253
O 7.288 -1.512 2.598
H 6.382 -1.348 2.899
H 7.772 -0.723 2.871
O -4.165 -3.464 1.059
H -4.830 -3.847 0.474
H -4.284 -3.941 1.891
O -5.767 -3.395 3.378
H -6.670 -3.223 3.674
H -5.277 -2.612 3.656
O 2.289 -5.234 3.138
H 1.385 -5.372 2.822
H 2.722 -4.767 2.411
O 4.320 -0.938 -1.865
H 4.558 -1.847 -1.646
H 3.798 -0.645 -1.106
O 2.253 0.271 -3.679
H 1.939 1.184 -3.738
H 3.010 0.322 -3.079
O -1.256 0.861 3.839
H -0.644 0.956 4.582
H -0.895 0.120 3.332
O -4.255 7.038 -0.024
H -4.611 6.773 -0.881
H -3.350 6.698 -0.032
O 0.606 -3.226 -4.713
H 0.099 -3.534 -3.950
H 1.224 -2.584 -4.338
O -0.163 -0.409 6.422
H 0.060 -1.325 6.625
H -0.679 -0.119 7.186
O 0.691 2.751 -7.313
H 0.337 2.470 -8.167
H 1.597 2.420 -7.317
O -3.080 -0.548 6.849
H -3.983 -0.685 6.534
H -2.647 -0.082 6.121
O -4.837 0.311 2.322
H -4.227 0.413 3.065
H -4.476 -0.437 1.824
O -0.780 -6.081 -5.803
H -1.683 -5.917 -5.508
H -0.294 -5.295 -5.521
O -1.167 4.940 -6.298
H -0.559 5.058 -5.558
H -0.795 4.195 -6.792
O 4.348 -5.735 5.320
H 3.678 -6.119 4.735
H 4.238 -6.214 6.150
O -6.192 -2.368 5.696
H -5.963 -3.282 5.907
H -6.712 -2.075 6.455
O -5.776 5.351 2.282
H -6.678 5.213 1.970
H -5.344 5.815 1.552
O -8.124 -1.545 2.809
H -7.250 -1.264 2.509
H -8.618 -1.687 1.992
O 2.916 5.627 0.870
H 2.362 6.411 0.773
H 2.662 5.067 0.124
O -0.438 -6.230 2.659
H -1.107 -6.599 2.069
H -0.561 -6.713 3.485
O 2.972 5.686 -4.481
H 2.886 6.334 -5.192
H 2.796 6.194 -3.679
O 0.291 6.868 -3.437
H 0.525 5.955 -3.218
H -0.229 7.164 -2.679
O 4.427 2.890 -3.563
H 4.199 3.807 -3.774
H 5.304 2.956 -3.165
O 6.142 -2.111 0.167
H 6.755 -1.995 0.913
H 6.514 -2.850 -0.331
O -2.914 3.236 4.776
H -2.304 3.333 5.517
H -2.552 2.496 4.269
O 0.768 0.299 -8.301
H 0.855 -0.106 -7.428
H 0.801 -0.452 -8.911
O -2.016 1.934 -2.450
H -1.143 2.219 -2.750
H -2.509 1.791 -3.267
O -7.453 1.463 4.149
H -7.355 0.963 4.968
H -6.680 1.209 3.626
O 1.246 -1.013 -11.110
H 2.116 -0.730 -11.417
H 0.749 -1.164 -11.924
*
```

=====

Record 4
DFT (ωB97M-V/def2-TZVPD) results for a 3-piece molecular cluster, CH9N2O2 overall at a distorted geometry.

The highest occupied orbital energy comes out at -0.563 hartree. The total energy is -303.25535 Eh. The LUMO energy is -0.13912 Eh. The calculation puts the HOMO-LUMO gap at 11.53 eV. The calculation puts the energy above the lowest of the compared OMol25 structures with the same formula, charge and spin at 103.0 kJ/mol.

Structure (ORCA input):
```
! RIJCOSX wB97M-V def2-TZVPD def2/J DEFGRID3
* xyz 1 1
N -0.421 -0.227 0.279
C 0.570 0.227 -0.461
N 0.563 -0.015 -1.759
H -1.292 -0.374 -0.264
H -0.225 -0.217 1.254
H 1.296 0.871 0.037
H 1.024 0.553 -2.454
H 0.390 -0.924 -2.160
H -3.282 -1.869 -0.066
H -3.336 -1.088 -1.371
O -2.963 -1.059 -0.488
H 3.259 1.483 2.232
H 2.065 1.454 3.049
O 2.351 1.184 2.170
*
```

=====

Record 5
DFT (ωB97M-V/def2-TZVPD) results for C19H51N3O6Y as an isolated structure at a distorted geometry.

The highest occupied orbital energy comes out at -0.382 hartree. The total energy is -1408.45208 Eh. The LUMO energy is -0.08861 Eh. The calculation puts the HOMO-LUMO gap at 8.00 eV. The calculation puts the energy above the lowest of the compared OMol25 structures with the same formula, charge and spin at 63.7 kJ/mol.

Structure (ORCA input):
```
! RIJCOSX wB97M-V def2-TZVPD def2/J DEFGRID3
* xyz 1 1
Y 23.344 -9.689 -6.613
C 24.059 -6.934 -10.193
C 24.737 -8.228 -9.769
C 26.241 -7.997 -9.598
O 24.188 -8.891 -8.692
H 23.931 -6.270 -9.327
H 23.133 -7.065 -10.749
H 24.759 -6.393 -10.834
H 24.638 -8.834 -10.691
H 26.438 -7.188 -8.883
H 26.740 -7.653 -10.510
H 26.805 -8.877 -9.287
C 25.108 -6.366 -3.682
C 24.224 -6.620 -4.908
C 24.802 -5.854 -6.129
O 24.012 -7.950 -5.217
H 24.843 -6.993 -2.830
H 25.191 -5.308 -3.441
H 26.134 -6.694 -3.904
H 23.252 -6.151 -4.667
H 24.092 -5.880 -6.952
H 25.750 -6.316 -6.403
H 25.009 -4.835 -5.794
C 26.820 -9.444 -6.427
O 25.692 -10.333 -6.203
H 26.404 -8.500 -6.758
H 27.380 -9.333 -5.497
H 27.470 -9.905 -7.173
H 26.059 -11.164 -5.885
C 20.126 -12.699 -8.291
C 21.434 -12.116 -7.729
C 22.537 -12.224 -8.729
O 23.739 -11.704 -8.096
C 24.911 -12.217 -8.702
N 21.236 -10.716 -7.338
H 20.185 -13.777 -8.448
H 19.739 -12.139 -9.144
H 19.296 -12.617 -7.576
H 21.580 -12.718 -6.826
H 22.358 -11.605 -9.610
H 22.703 -13.280 -8.940
H 25.035 -11.750 -9.686
H 24.806 -13.288 -8.898
H 25.831 -12.040 -8.154
H 20.380 -10.736 -6.782
H 20.912 -10.206 -8.173
C 20.351 -5.946 -7.747
C 20.569 -7.449 -7.918
C 20.463 -7.775 -9.396
O 20.420 -9.152 -9.700
C 19.866 -9.443 -10.958
N 21.892 -7.852 -7.330
H 19.278 -5.748 -7.749
H 20.887 -5.235 -8.374
H 20.675 -5.687 -6.732
H 19.773 -7.955 -7.365
H 21.258 -7.313 -9.992
H 19.567 -7.258 -9.768
H 20.209 -8.726 -11.712
H 18.771 -9.425 -10.973
H 20.191 -10.422 -11.310
H 22.538 -7.672 -8.117
H 22.265 -7.055 -6.800
C 21.864 -12.570 -3.088
C 21.827 -11.494 -4.149
C 21.619 -10.119 -3.543
O 21.209 -9.211 -4.534
C 20.889 -7.937 -3.995
N 23.118 -11.414 -4.909
H 22.754 -12.481 -2.450
H 21.988 -13.564 -3.531
H 21.019 -12.638 -2.406
H 21.041 -11.746 -4.865
H 22.530 -9.702 -3.085
H 20.931 -10.221 -2.691
H 20.625 -7.338 -4.865
H 21.757 -7.434 -3.554
H 20.121 -8.018 -3.224
H 23.271 -12.378 -5.223
H 23.747 -11.319 -4.105
*
```

=====

Record 6
DFT (ωB97M-V/def2-TZVPD) results for C10H15NO4 in the gas phase at a distorted geometry.

The highest occupied orbital energy comes out at -0.306 hartree. The total energy is -745.50961 Eh. The LUMO energy is 0.02040 Eh. The calculation puts the HOMO-LUMO gap at 8.87 eV. The SMILES is CC(C)(C)C1=[N+]([O-])O[C@@H](/C(O)=C\O)C=C1. The calculation puts the energy above the lowest of the compared OMol25 structures with the same formula, charge and spin at 749.2 kJ/mol.

Structure (ORCA input):
```
! RIJCOSX wB97M-V def2-TZVPD def2/J DEFGRID3
* xyz 0 1
C -2.281 -1.298 -0.028
C -1.926 0.227 0.144
C -2.857 1.012 -0.757
C -2.125 0.513 1.694
C -0.444 0.407 -0.240
N 0.139 1.513 -0.015
O -0.178 2.542 0.510
O 1.510 1.664 -0.466
C 2.315 0.553 -0.796
C 3.036 0.055 0.351
O 3.662 1.032 1.095
C 3.064 -1.160 0.794
O 2.679 -2.314 0.135
C 1.489 -0.560 -1.506
C 0.198 -0.615 -1.145
H -3.198 -1.400 0.406
H -1.745 -1.984 0.596
H -2.376 -1.523 -1.015
H -2.498 1.908 -0.952
H -2.728 0.603 -1.708
H -3.920 0.945 -0.454
H -1.169 0.650 2.191
H -2.596 -0.336 2.080
H -2.634 1.423 1.755
H 2.828 0.892 -1.692
H 3.274 1.921 0.972
H 3.580 -1.393 1.585
H 3.271 -3.049 0.299
H 2.192 -1.102 -2.165
H -0.560 -1.128 -1.669
*
```

=====

Record 7
DFT (ωB97M-V/def2-TZVPD) results for C18H20N2O5 in the gas phase at a distorted geometry.

The highest occupied orbital energy comes out at -0.330 hartree. The total energy is -1183.67043 Eh. The LUMO energy is 0.02092 Eh. The calculation puts the HOMO-LUMO gap at 9.54 eV. The SMILES is COC(=O)[C@H](Cc1ccccc1)NC(=O)CCNC(=O)c1ccco1. The calculation puts the energy above the lowest of the compared OMol25 structures with the same formula, charge and spin at 32.9 kJ/mol.

Structure (ORCA input):
```
! RIJCOSX wB97M-V def2-TZVPD def2/J DEFGRID3
* xyz 0 1
C 4.370 3.266 -0.447
O 3.592 2.432 0.404
C 2.366 2.134 -0.028
O 1.907 2.510 -1.073
C 1.622 1.243 0.966
C 2.247 -0.162 0.983
C 1.523 -1.035 1.968
C 1.877 -1.026 3.310
C 1.188 -1.802 4.225
C 0.133 -2.595 3.806
C -0.228 -2.607 2.469
C 0.462 -1.832 1.554
N 0.239 1.165 0.582
C -0.615 2.177 0.828
O -0.381 3.097 1.584
C -1.938 2.028 0.080
C -1.719 1.966 -1.447
N -2.280 0.771 -2.042
C -1.674 -0.431 -1.995
O -0.585 -0.627 -1.470
C -2.422 -1.520 -2.636
C -2.094 -2.844 -2.774
C -3.165 -3.445 -3.468
C -4.065 -2.449 -3.702
O -3.631 -1.283 -3.205
H 4.513 2.788 -1.417
H 5.323 3.408 0.056
H 3.867 4.223 -0.596
H 1.686 1.708 1.956
H 2.166 -0.585 -0.021
H 3.301 -0.070 1.250
H 2.699 -0.407 3.641
H 1.473 -1.789 5.266
H -0.406 -3.202 4.519
H -1.051 -3.224 2.138
H 0.178 -1.842 0.513
H 0.013 0.490 -0.150
H -2.578 2.866 0.353
H -2.413 1.105 0.420
H -2.179 2.826 -1.933
H -0.647 1.983 -1.668
H -3.208 0.817 -2.432
H -1.198 -3.310 -2.420
H -3.254 -4.472 -3.753
H -5.018 -2.446 -4.193
*
```

=====

Record 8
DFT (ωB97M-V/def2-TZVPD) results for C18H22F3NO6 in the gas phase at a distorted geometry.

The highest occupied orbital energy comes out at -0.331 hartree. The total energy is -1504.97820 Eh. The LUMO energy is 0.02105 Eh. The calculation puts the HOMO-LUMO gap at 9.58 eV. The SMILES is CCOC(=O)c1ccc(CNC(=O)[C@H]2CCCC[C@@H]2C(=O)OCC(F)(F)F)o1. The calculation puts the energy above the lowest of the compared OMol25 structures with the same formula, charge and spin at 0.0 kJ/mol.

Structure (ORCA input):
```
! RIJCOSX wB97M-V def2-TZVPD def2/J DEFGRID3
* xyz 0 1
C 5.614 -0.850 3.123
C 4.177 -1.008 3.600
O 3.402 -1.781 2.681
C 2.916 -1.134 1.614
O 3.058 0.051 1.415
C 2.173 -2.043 0.744
C 1.827 -3.364 0.903
C 1.103 -3.718 -0.249
C 1.062 -2.596 -1.036
C 0.455 -2.370 -2.386
N -0.337 -1.161 -2.447
C -1.620 -1.160 -2.010
O -2.196 -2.169 -1.662
C -2.288 0.214 -2.043
C -3.758 0.051 -2.434
C -4.496 1.383 -2.392
C -4.398 1.996 -1.000
C -2.937 2.200 -0.615
C -2.175 0.863 -0.656
C -0.741 1.177 -0.311
O 0.165 1.294 -1.091
O -0.604 1.362 1.018
C 0.647 1.830 1.478
C 0.620 3.353 1.566
F -0.280 3.787 2.462
F 1.804 3.846 1.943
F 0.300 3.929 0.403
O 1.703 -1.583 -0.438
H 6.064 -1.825 2.955
H 5.636 -0.284 2.195
H 6.189 -0.316 3.873
H 3.711 -0.025 3.722
H 4.132 -1.562 4.540
H 2.065 -3.981 1.744
H 0.664 -4.668 -0.473
H 1.241 -2.305 -3.144
H -0.205 -3.212 -2.611
H 0.162 -0.281 -2.470
H -1.775 0.851 -2.768
H -4.222 -0.658 -1.746
H -3.813 -0.379 -3.436
H -5.542 1.231 -2.660
H -4.058 2.067 -3.122
H -4.915 2.957 -0.974
H -4.876 1.335 -0.276
H -2.866 2.623 0.388
H -2.468 2.897 -1.313
H -2.586 0.194 0.106
H 1.461 1.519 0.810
H 0.807 1.427 2.480
*
```

=====

- What is the formula in the second record?
  C21H22As2Cl3NO3Pd

=====

- What is the formula in the fifth record?
  C19H51N3O6Y

=====

- Which value of HOMO-LUMO gap does entry 2 give?
  7.51 eV

=====

- Among the records above, which one has the highest LUMO energy?
  C18H22F3NO6